Molecular formula: C36H103N5O13
Method: DFT, ωB97M-V/def2-TZVPD

Cartesian coordinates (Å):
1 C -3.519 4.707 -0.213
2 C -3.087 5.273 -1.587
3 O -1.759 5.676 -1.428
4 H -4.598 4.589 -0.312
5 H -3.400 5.367 0.646
6 H -3.066 3.729 -0.051
7 H -3.623 6.173 -1.888
8 H -3.211 4.588 -2.426
9 H -1.527 6.313 -2.108
10 C 1.256 -1.642 -3.461
11 C 2.646 -2.035 -2.845
12 O 3.081 -1.017 -1.944
13 H 0.929 -2.318 -4.251
14 H 1.324 -0.667 -3.944
15 H 0.571 -1.767 -2.623
16 H 3.369 -2.153 -3.652
17 H 2.680 -2.963 -2.275
18 H 2.728 -0.186 -2.269
19 C -1.815 3.941 -5.458
20 C -0.693 3.971 -4.383
21 O 0.066 5.149 -4.628
22 H -2.174 3.008 -5.892
23 H -1.438 4.371 -6.385
24 H -2.644 4.576 -5.146
25 H 0.062 3.185 -4.362
26 H -1.006 4.176 -3.359
27 H -0.529 5.864 -4.863
28 C -1.814 0.474 -5.472
29 C -1.678 -0.988 -5.068
30 O -0.824 -1.666 -5.964
31 H -2.308 1.106 -4.735
32 H -2.451 0.554 -6.353
33 H -0.848 0.913 -5.721
34 H -2.618 -1.538 -5.107
35 H -1.204 -1.035 -4.088
36 H -0.931 -2.606 -5.803
37 C -2.428 -2.475 -1.946
38 C -3.846 -2.466 -2.595
39 O -4.088 -3.787 -3.200
40 H -1.716 -2.720 -2.734
41 H -2.411 -3.150 -1.090
42 H -2.067 -1.515 -1.577
43 H -4.059 -1.723 -3.364
44 H -4.461 -2.279 -1.715
45 H -5.025 -3.971 -3.292
46 C -1.924 -5.131 1.410
47 C -1.594 -6.256 2.364
48 O -1.055 -5.645 3.493
49 H -2.704 -4.438 1.725
50 H -2.233 -5.580 0.466
51 H -1.022 -4.582 1.143
52 H -0.893 -7.006 1.996
53 H -2.546 -6.716 2.627
54 H -1.026 -6.356 4.137
55 C -3.736 -1.225 1.569
56 C -4.443 -0.389 0.473
57 O -5.782 -0.702 0.398
58 H -4.404 -1.190 2.430
59 H -2.850 -0.681 1.896
60 H -3.426 -2.247 1.350
61 H -3.979 -0.443 -0.511
62 H -4.349 0.677 0.681
63 H -6.097 -0.185 -0.347
64 C 3.292 0.997 3.249
65 C 3.460 0.166 1.979
66 O 3.574 -1.191 2.315
67 H 3.222 2.073 3.087
68 H 4.183 0.847 3.857
69 H 2.359 0.759 3.761
70 H 4.436 0.475 1.602
71 H 2.788 0.347 1.140
72 H 3.734 -1.598 1.460
73 C 2.266 -4.306 1.304
74 C 3.524 -5.114 1.691
75 C 4.123 -5.760 0.449
76 O 4.073 -4.902 -0.678
77 C 4.815 -5.396 -1.789
78 N 4.460 -4.217 2.286
79 H 1.881 -3.745 2.156
80 H 1.476 -4.892 0.835
81 H 2.558 -3.555 0.570
82 H 3.272 -5.872 2.433
83 H 3.546 -6.662 0.247
84 H 5.111 -6.164 0.668
85 H 4.959 -4.581 -2.498
86 H 4.245 -6.202 -2.252
87 H 5.794 -5.799 -1.531
88 H 4.833 -3.584 1.593
89 H 3.849 -3.544 2.725
90 C -1.132 1.581 -1.988
91 C -0.568 1.813 -0.558
92 C 0.329 0.642 -0.028
93 O -0.522 -0.470 0.208
94 C 0.199 -1.682 0.478
95 N 0.251 3.051 -0.673
96 H -0.437 1.570 -2.828
97 H -1.743 2.444 -2.251
98 H -1.703 0.653 -1.987
99 H -1.389 2.050 0.119
100 H 0.804 1.018 0.878
101 H 1.123 0.386 -0.730
102 H 0.619 -1.737 1.482
103 H 0.990 -1.908 -0.237
104 H -0.410 -2.553 0.234
105 H 0.451 3.233 0.300
106 H -0.382 3.802 -0.910
107 C 4.332 1.860 -0.933
108 C 3.914 2.458 -2.248
109 C 5.049 2.528 -3.313
110 O 4.539 3.210 -4.432
111 C 5.416 3.207 -5.566
112 N 2.745 1.706 -2.678
113 H 3.489 1.766 -0.249
114 H 5.165 2.381 -0.460
115 H 4.809 0.895 -1.107
116 H 3.584 3.464 -1.990
117 H 5.411 1.558 -3.656
118 H 5.930 3.086 -2.997
119 H 5.552 2.222 -6.012
120 H 6.403 3.514 -5.218
121 H 4.894 3.717 -6.375
122 H 1.985 2.257 -2.305
123 H 2.737 1.945 -3.660
124 C -3.352 0.816 6.670
125 C -3.406 -0.692 6.954
126 C -2.094 -1.356 6.375
127 O -1.946 -1.246 4.994
128 C -0.882 -1.954 4.359
129 N -3.558 -0.872 8.384
130 H -2.487 1.327 7.093
131 H -4.217 1.271 7.155
132 H -3.365 0.956 5.589
133 H -4.282 -1.142 6.487
134 H -2.233 -2.377 6.730
135 H -1.236 -0.934 6.898
136 H -0.911 -1.723 3.294
137 H -1.053 -3.019 4.521
138 H 0.090 -1.595 4.698
139 H -4.057 -0.056 8.709
140 H -2.659 -0.837 8.844
141 C -2.487 2.247 3.155
142 C -0.994 2.433 2.959
143 C -0.384 3.887 2.780
144 O 0.871 3.876 2.033
145 C 1.294 5.174 1.630
146 N -0.341 1.914 4.122
147 H -2.869 2.756 4.040
148 H -2.793 1.201 3.123
149 H -3.019 2.707 2.322
150 H -0.659 1.817 2.125
151 H -0.356 4.469 3.702
152 H -1.002 4.391 2.037
153 H 1.379 5.889 2.449
154 H 0.603 5.528 0.865
155 H 2.289 5.106 1.192
156 H -0.590 0.961 4.344
157 H 0.665 1.891 4.029

Cartesian forces, eV/Å:
C -1.051 0.039 -1.477
C -0.247 0.737 1.071
O 1.521 0.000 -0.074
H -0.180 -0.459 0.230
H 0.528 0.133 -0.317
H 0.051 0.082 0.158
H -0.720 -0.024 0.333
H 0.007 -0.583 0.171
H 0.164 -0.029 -0.065
C 1.218 -1.433 0.725
C -0.286 0.781 -0.514
O -0.079 -1.094 0.160
H 0.204 -0.207 0.062
H -0.218 0.200 0.496
H -0.452 0.764 -0.202
H 0.225 0.047 -0.189
H -0.510 -0.148 -0.091
H 0.180 0.972 -0.181
C 0.400 -0.224 -0.234
C -0.158 1.194 -0.326
O 0.983 0.672 -0.421
H -0.177 -0.326 0.970
H 0.463 0.477 0.164
H -0.174 -0.188 0.061
H -0.443 -0.314 -0.320
H -0.798 -1.013 0.032
H -0.062 0.007 -0.046
C -0.479 -0.270 -0.518
C 0.212 0.262 0.210
O 0.503 0.035 -0.818
H 0.176 -0.302 0.380
H 0.119 -0.041 -0.269
H 0.092 -0.096 0.116
H -0.346 0.412 0.509
H -0.403 -0.017 0.337
H 0.052 -0.065 -0.066
C -0.396 0.235 -1.427
C 0.384 -1.057 0.894
O 0.701 0.896 0.674
H 0.223 -0.579 0.283
H 0.044 -0.283 -0.317
H -0.511 0.280 0.031
H 0.448 0.264 0.172
H -0.823 -0.188 -0.320
H -0.100 0.310 0.141
C 0.588 -0.567 -1.402
C -1.076 0.888 -0.396
O 0.496 -0.062 1.324
H 0.122 -0.232 0.381
H -0.306 0.028 -0.152
H 0.057 0.213 0.284
H -0.095 0.006 -0.537
H -0.060 -0.512 -0.018
H 0.291 0.269 0.536
C -0.291 1.274 -0.095
C 2.014 0.126 0.367
O -1.432 -0.522 -0.338
H -0.058 -0.379 0.080
H 0.200 -0.073 -0.187
H -0.374 0.078 -0.343
H 0.357 -0.589 -0.155
H 0.227 0.268 0.656
H -0.544 -0.127 0.002
C -0.541 0.049 -0.367
C 1.329 1.469 0.301
O -0.497 -0.557 -0.077
H 0.109 0.035 -0.541
H -0.308 -0.243 0.305
H 0.223 -0.421 0.329
H 0.227 0.171 -0.357
H -0.532 -0.066 0.420
H 0.006 -0.542 -0.045
C 0.025 -0.137 -0.293
C -0.876 0.294 -1.413
C -0.719 -1.018 0.112
O 0.937 0.136 0.286
C -0.488 -0.009 0.161
N 0.474 1.219 0.858
H -0.166 -0.288 0.184
H -0.112 -0.160 0.167
H 0.094 -0.001 -0.117
H 0.002 -0.255 -0.156
H -0.388 -0.219 -0.293
H 0.491 0.496 -0.064
H -0.161 -0.012 0.072
H -0.017 -0.116 -0.268
H 0.116 0.086 0.340
H 0.555 -0.303 -0.693
H 0.243 0.230 1.139
C -0.371 -0.233 0.835
C 1.100 0.141 -2.160
C -1.270 1.062 -0.380
O 0.625 -0.717 0.136
C -0.096 -0.192 -0.812
N 0.036 -0.956 0.622
H 0.687 -0.370 0.498
H -0.572 -0.145 0.219
H -0.264 0.099 -0.268
H -0.279 -0.722 0.170
H 0.091 -0.206 0.388
H -0.021 0.048 -0.257
H -0.141 0.113 0.107
H 0.617 0.901 -0.132
H -0.799 0.235 0.705
H 0.741 0.464 0.234
H -0.167 0.309 -0.416
C 1.600 -0.499 0.129
C 1.074 0.319 0.945
C -0.604 0.164 0.039
O -0.437 0.081 -1.118
C -0.797 -0.789 0.681
N 0.115 0.429 -1.166
H 0.126 0.053 -0.128
H -0.242 0.649 0.217
H -0.568 -0.506 0.003
H 0.278 0.488 -0.510
H -0.177 -0.558 0.352
H 0.092 0.022 0.733
H -0.022 -0.636 0.418
H 0.076 0.711 -0.574
H 0.520 0.842 0.353
H -0.750 -0.196 0.292
H -0.578 -0.328 -0.693
C -0.522 -0.417 -0.527
C 1.404 1.345 -1.107
C -1.137 -0.466 1.494
O -0.621 0.762 -0.696
C -0.595 0.215 0.494
N 0.302 -0.740 0.363
H 0.297 -0.342 -0.022
H -0.257 0.234 -0.363
H -0.100 0.412 0.061
H 0.085 0.036 -0.352
H 0.533 -0.635 -0.343
H 0.248 0.196 0.148
H -0.367 -0.063 0.012
H 0.489 -0.154 -0.104
H 0.194 -0.257 0.392
H -0.148 -0.085 0.324
H 0.232 -0.020 0.123
C -0.377 1.229 -0.922
C 1.633 0.296 0.326
C -1.116 -0.462 -2.373
O 0.306 -0.515 1.734
C -0.078 -0.365 -0.095
N 0.791 -0.586 1.704
H 0.203 -0.242 0.224
H 0.326 -0.058 0.374
H -0.095 0.097 -0.242
H -0.311 0.401 -0.649
H 0.287 -0.232 0.123
H -0.859 0.418 0.348
H -0.314 -0.043 0.221
H -0.092 0.386 -0.038
H -0.078 -0.324 -0.058
H -0.452 -0.183 -0.050
H 0.138 0.296 -0.167

Computed properties:
Total charge = 0
DFT total energy = -2685.0256 a.u.
Kohn-Sham gap = 9.3 eV
Molecular weight = 814.24 g mol⁻¹